30
Properties=species:S:1:pos:R:3:forces:R:3:mulliken_charge:R:1 method="wB97M-V/def2-TZVPD" largest_force_ha_per_bohr=0.0276 homo_ev=-5.862 e_above_lowest_kcal_mol=11.1 homo_lumo_gap_ev=3.6
Ba -0.37527 0.00003 0.10478 -1.4 0.0 0.0 1.90
O 2.88788 -0.00017 -3.44649 0.0 0.0 0.0 -0.43
C 2.15429 -0.00011 -2.33717 0.3 0.0 -0.1 0.26
O 0.94967 -0.00011 -2.33734 0.3 0.0 0.2 -0.59
C 3.03746 -0.00004 -1.10343 0.2 0.0 0.0 0.38
C 4.42421 -0.00004 -1.19935 0.0 0.0 0.0 -0.47
C 5.14944 0.00002 -0.02063 0.1 0.0 0.0 -0.72
C 4.48815 0.00009 1.19668 -0.1 0.0 0.1 -0.57
C 3.09595 0.00009 1.20400 0.3 0.0 -0.2 0.94
N 2.41481 0.00002 0.06518 0.0 0.0 0.0 -0.22
C 2.25133 0.00016 2.47392 0.3 0.0 0.1 0.43
O 2.90700 0.00022 3.63165 -0.1 0.0 0.1 -0.44
O 1.05006 0.00016 2.47067 0.3 0.0 -0.2 -0.53
H 2.28791 -0.00022 -4.21008 0.0 0.0 0.0 0.40
H 4.91368 -0.00010 -2.16107 0.0 0.0 0.0 0.52
H 6.23051 0.00002 -0.04821 0.0 0.0 0.0 0.44
H 5.07996 0.00014 2.10252 0.0 0.0 0.0 0.21
H 3.86413 0.00021 3.52841 0.0 0.0 0.0 0.30
Cl -7.39503 1.56954 0.05751 0.0 0.0 0.0 -0.22
C -5.90386 0.69106 0.03103 0.0 0.0 0.0 0.14
C -5.90384 -0.69116 0.03073 0.0 0.0 0.0 0.14
Cl -7.39500 -1.56968 0.05678 0.0 0.0 0.0 -0.22
C -4.68227 -1.37195 0.00753 0.0 0.0 0.0 0.29
Cl -4.65765 -3.10738 0.00800 0.0 0.0 0.0 -0.22
C -3.44875 -0.71808 -0.01837 -0.2 -0.3 0.0 0.27
O -2.31796 -1.40418 -0.04289 0.2 0.5 0.0 -1.18
C -3.44877 0.71806 -0.01838 -0.2 0.3 0.0 0.27
O -2.31801 1.40419 -0.04306 0.2 -0.5 0.0 -1.18
C -4.68230 1.37188 0.00802 0.0 0.0 0.0 0.29
Cl -4.65772 3.10732 0.00903 0.0 0.0 0.0 -0.22

=====

24
Properties=species:S:1:pos:R:3:forces:R:3:mulliken_charge:R:1 method="wB97M-V/def2-TZVPD" largest_force_ha_per_bohr=0.0763 homo_ev=-17.528 total_charge=+2 e_above_lowest_kcal_mol=57.0 homo_lumo_gap_ev=7.1
C -1.79712 -1.15759 -0.12647 -0.6 1.3 1.0 -0.46
C -1.92478 0.24991 0.11738 -2.8 0.6 -1.4 0.59
C -0.43957 -1.66398 -0.26722 -0.1 0.6 2.7 0.53
C -1.03283 -1.97599 1.06662 1.8 3.2 -1.1 -0.71
C -0.82634 1.09770 0.49922 0.2 -0.1 0.8 -0.66
C 1.52842 0.34798 1.21255 -0.9 2.7 0.3 -1.09
C 1.48881 1.98238 -1.25940 1.6 -1.2 1.6 -0.60
N 0.28633 -2.04363 -1.22238 1.3 -0.6 -3.6 -0.18
N 0.40142 0.42988 0.23399 1.4 -2.2 2.8 0.25
O 0.90333 0.69100 -0.96329 0.2 -1.2 -3.0 -0.33
Cl -3.37516 1.09684 -0.32141 1.7 -1.5 0.9 0.06
H -2.64275 -1.55733 -0.62245 -0.5 -0.9 -0.5 0.57
H -0.75272 -1.37758 1.98388 -0.3 -0.7 -1.3 0.17
H -1.33713 -2.94259 1.24266 -1.0 -2.1 0.2 0.39
H -0.89443 1.89559 -0.17483 -0.3 1.8 -0.9 0.42
H -1.07531 1.53102 1.48201 0.6 -0.1 0.1 0.39
H 1.88059 1.42685 1.34977 -0.3 -1.5 0.4 0.35
H 1.19713 -0.08951 2.14806 0.1 0.1 0.1 0.42
H 2.34106 -0.18618 0.77040 0.3 -0.6 -0.3 0.35
H 1.75985 1.82136 -2.33364 -0.3 1.1 1.1 0.26
H 2.34684 2.17820 -0.53260 -0.6 -0.4 -1.6 0.30
H 0.73676 2.62699 -0.89528 -0.7 1.8 -0.9 0.33
H 1.06539 -2.72849 -1.16298 -0.7 0.7 0.4 0.32
H 0.16227 -1.65282 -2.22457 0.1 -0.8 2.2 0.31

=====

132
Properties=species:S:1:pos:R:3:forces:R:3:mulliken_charge:R:1 method="wB97M-V/def2-TZVPD" largest_force_ha_per_bohr=0.0440 homo_ev=-10.479 e_above_lowest_kcal_mol=41.7 homo_lumo_gap_ev=10.9
C 2.13022 23.82078 0.08631 0.0 -0.2 0.2 -0.53
O 1.08305 24.20607 -0.80154 0.6 0.5 -0.1 -0.40
C 0.12591 23.33187 -1.03153 -1.2 0.1 0.6 0.78
O -0.00338 22.22996 -0.55632 0.6 -0.1 -0.2 -0.35
O -0.78488 23.93422 -1.78890 0.0 0.6 -1.0 -0.35
C -1.76745 23.08439 -2.37699 0.1 -1.0 0.0 0.09
H 2.49546 22.83385 -0.19179 0.1 0.0 0.2 0.19
H 1.78515 23.83128 1.11985 -0.1 -0.2 0.0 0.27
H 2.92375 24.55737 -0.00098 -0.1 0.0 -0.2 0.24
H -1.28703 22.37689 -3.05853 0.1 -0.2 0.4 -0.15
H -2.46733 23.59792 -3.03082 0.1 0.8 0.5 0.33
H -2.27261 22.55985 -1.56928 -0.2 -0.1 -0.4 -0.03
C -3.20782 22.65300 0.80223 -0.1 -1.4 0.5 -0.66
O -3.10650 24.06137 0.84001 0.5 0.1 -0.2 -0.21
C -4.22683 24.77283 0.74666 -0.1 -0.3 -0.3 0.73
O -5.32184 24.34686 0.52639 -0.7 -0.2 0.0 -0.56
O -3.89556 26.03697 0.89451 1.1 0.6 0.4 -0.32
C -4.84136 27.07290 0.77148 -0.7 0.1 -0.8 -0.67
H -4.02171 22.25822 0.19472 -0.2 0.4 0.0 0.36
H -3.31786 22.26133 1.81503 -0.2 0.1 0.0 0.51
H -2.29154 22.18934 0.43801 0.2 0.6 0.0 -0.21
H -4.26840 27.99430 0.71567 0.0 0.0 0.4 0.24
H -5.58022 27.07504 1.57155 0.2 0.0 0.2 0.29
H -5.38961 27.00549 -0.17260 0.0 -0.2 0.0 0.31
C 1.69887 16.48102 -4.59291 1.9 -0.6 -0.4 -0.85
O 1.36205 17.74823 -4.06783 -1.4 -0.3 -0.6 -0.14
C 2.12118 18.23783 -3.11049 0.1 0.8 -0.2 0.64
O 3.21671 17.87513 -2.80680 0.4 -0.5 0.4 -0.59
O 1.45898 19.29933 -2.62515 0.2 -0.2 0.5 -0.19
C 2.07190 19.97602 -1.52914 1.1 0.5 0.2 -0.67
H 2.70255 16.53491 -5.03237 0.0 0.0 0.2 0.35
H 1.08797 16.16072 -5.43184 -0.8 0.5 0.4 0.25
H 1.75691 15.73840 -3.79703 -0.3 0.0 -0.1 0.34
H 1.55951 19.79454 -0.58892 -0.5 0.1 -0.2 0.24
H 2.12893 21.02955 -1.79004 -0.5 0.1 0.2 0.09
H 3.11558 19.70131 -1.36401 -0.1 -0.5 -0.4 0.46
C -3.71384 14.14230 6.38268 1.1 -0.2 0.0 -0.41
O -2.82418 15.11641 6.97992 -0.5 0.7 0.2 -0.43
C -1.78752 15.56077 6.29054 0.2 -0.9 -0.1 0.62
O -1.36532 15.02813 5.30111 0.1 0.3 -0.5 -0.32
O -1.18316 16.62052 6.82200 0.2 -0.2 0.3 -0.09
C -1.75580 17.27695 7.95122 -0.8 1.2 -0.3 -0.85
H -3.65798 14.12227 5.29435 -0.1 0.5 0.0 0.05
H -4.67879 14.42814 6.78191 -0.2 -0.4 -0.1 0.22
H -3.33196 13.16878 6.68810 -0.5 -0.1 0.3 0.36
H -2.45583 16.67037 8.51600 0.3 -0.2 0.1 0.34
H -2.32504 18.12393 7.55040 -0.1 0.0 0.1 0.31
H -0.98000 17.72466 8.56703 0.3 -0.5 0.0 0.24
C -0.30493 13.36255 2.87557 -1.9 -0.5 0.1 -0.40
O 0.70227 12.44473 2.49811 0.9 0.1 -0.5 -0.40
C 0.40706 11.12807 2.53788 0.1 1.5 1.3 0.75
O -0.67522 10.69458 2.77755 -0.5 -0.5 -0.3 -0.53
O 1.49908 10.38536 2.46238 0.1 -0.6 -0.1 -0.33
C 2.74794 10.94402 2.10440 0.6 -0.3 -1.8 -0.67
H -1.20829 13.21504 2.27699 0.2 -0.1 -0.2 0.16
H -0.01055 14.40009 2.76419 0.7 -0.2 0.0 0.21
H -0.66265 13.16702 3.88528 0.4 0.1 0.1 0.32
H 3.37195 11.29001 2.92284 -0.4 0.1 0.2 0.26
H 2.63983 11.68310 1.30821 -0.1 0.5 0.5 0.31
H 3.27103 10.15792 1.55132 0.1 -0.3 0.6 0.29
C 4.51568 15.06971 8.71078 0.3 -1.1 1.1 -0.72
O 3.59886 15.36073 7.68323 -0.2 -0.4 -0.3 -0.30
C 3.24393 16.61516 7.44915 0.1 0.0 -0.2 0.75
O 3.71600 17.59113 7.95794 0.2 0.3 0.2 -0.56
O 2.26925 16.59140 6.53840 0.2 -0.1 -0.2 -0.18
C 1.93516 17.85266 5.98177 -0.5 0.7 -0.1 -0.49
H 4.52918 15.77560 9.53792 -0.1 0.4 -0.3 0.34
H 5.52765 14.84155 8.37362 0.0 0.7 -0.5 0.28
H 4.19660 14.10884 9.12394 -0.3 0.1 0.0 0.26
H 2.01382 18.63779 6.73236 -0.1 0.0 0.0 0.36
H 0.91212 17.78244 5.61858 0.0 -0.1 0.2 -0.06
H 2.56006 18.13313 5.13155 0.3 -0.3 0.1 0.34
C -7.45484 18.56643 7.74909 -0.2 -0.9 -0.8 -0.63
O -6.52837 19.12054 6.81583 0.1 1.5 0.3 -0.39
C -5.82149 18.31305 6.06008 -0.1 -2.0 0.7 0.79
O -5.96241 17.10092 6.04716 0.1 0.6 -0.2 -0.53
O -4.90310 18.98340 5.40315 0.6 0.9 -0.3 -0.37
C -4.23825 18.25055 4.36250 -0.3 0.0 -0.5 0.25
H -6.94506 17.91364 8.45422 0.0 0.2 0.1 0.28
H -8.15506 17.95677 7.17628 -0.1 0.0 0.2 0.30
H -7.98974 19.38196 8.22009 0.3 0.1 0.0 0.22
H -3.61409 18.89205 3.74275 -0.3 0.6 0.4 0.10
H -5.05179 17.89091 3.73474 0.5 -0.7 -0.2 0.30
H -3.55526 17.49720 4.75319 -0.5 -0.3 0.2 -0.33
C -5.58273 19.35452 -5.38919 -0.7 -0.1 0.2 -0.70
O -4.28062 19.60494 -5.90838 -0.3 -0.1 -0.6 -0.40
C -3.29290 19.63159 -5.03756 0.2 0.4 0.6 0.78
O -3.40528 19.57477 -3.83806 0.0 -0.2 0.1 -0.45
O -2.15468 19.78383 -5.69600 0.0 -0.1 -0.9 -0.40
C -0.97186 19.67440 -4.95181 1.1 0.8 1.8 0.16
H -5.55342 18.65551 -4.55687 0.1 -0.1 -0.1 0.31
H -6.18691 18.95065 -6.19728 0.2 -0.1 -0.1 0.26
H -6.09132 20.26094 -5.05956 0.4 0.2 0.1 0.31
H -0.79255 20.52546 -4.27829 -0.6 0.2 -0.2 -0.24
H -0.07717 19.71520 -5.56661 -0.4 -0.6 -0.6 0.36
H -0.96771 18.84118 -4.25155 -0.1 -0.4 -0.5 -0.01
C -3.65758 15.77767 -7.65837 0.0 -0.2 0.1 -0.73
O -2.75275 15.92010 -6.56358 0.2 0.4 -0.1 -0.31
C -3.25735 16.00721 -5.32427 -0.5 -0.3 -0.6 0.78
O -4.39741 15.77231 -5.00753 0.3 0.2 0.2 -0.60
O -2.25633 16.38700 -4.55964 1.2 0.4 0.4 -0.19
C -2.35189 16.31599 -3.13345 -1.1 -0.9 -0.1 -1.02
H -3.67635 14.72577 -7.94056 -0.4 0.0 0.1 0.30
H -3.25906 16.32014 -8.51289 0.1 0.2 0.2 0.24
H -4.63117 16.17125 -7.37788 -0.1 -0.2 -0.1 0.33
H -3.14528 16.97402 -2.78696 0.2 0.2 0.2 0.31
H -1.38537 16.50519 -2.67893 0.1 0.4 -0.3 0.31
H -2.62316 15.28772 -2.88301 -0.1 0.0 0.1 0.60
C -3.15433 15.24295 0.82549 -0.4 -0.7 -1.0 -0.21
O -4.37799 15.56080 1.47786 -0.2 1.1 0.1 -0.32
C -4.81087 14.81876 2.48590 0.0 -1.8 -0.6 1.04
O -4.29714 13.79501 2.87245 0.3 0.4 0.4 -0.63
O -5.99476 15.26195 2.85570 -0.4 1.4 -0.5 -0.38
C -6.64870 14.65884 3.94236 0.8 -1.5 1.2 -0.45
H -3.38079 15.09511 -0.23506 -0.2 0.1 0.1 0.13
H -2.78975 14.27598 1.16375 0.4 0.3 0.4 0.15
H -2.47706 16.09023 0.85231 0.2 -0.3 0.5 0.09
H -7.70669 14.89474 3.94270 0.1 0.3 -0.2 0.28
H -6.16696 14.93964 4.88316 -0.3 0.5 -0.1 0.01
H -6.48744 13.57452 3.92297 -0.4 0.1 -0.4 0.32
C -1.30280 17.35012 2.94966 0.0 0.0 -0.3 -0.18
O -0.89729 17.53461 1.57356 -0.1 -0.4 0.7 -0.33
C -1.53277 18.51377 0.95350 0.8 1.0 -1.1 0.97
O -2.14726 19.41292 1.44740 -0.8 0.3 0.7 -0.63
O -1.25819 18.42183 -0.34305 0.6 -0.8 -0.2 -0.29
C -1.63406 19.47686 -1.20655 -1.0 1.1 -0.2 0.96
H -1.53039 18.30567 3.41306 0.2 0.0 0.0 0.54
H -0.49235 16.83448 3.45176 -0.1 -0.1 0.0 -0.01
H -2.20873 16.74570 2.93919 0.1 -0.2 0.2 -0.12
H -1.71988 20.43572 -0.69479 0.2 -0.3 0.3 -0.68
H -2.61005 19.28243 -1.64831 0.1 -0.2 0.0 0.35
H -0.90380 19.61183 -1.99917 0.2 -0.5 0.1 -0.47

=====

6
Properties=species:S:1:pos:R:3:forces:R:3:mulliken_charge:R:1 method="wB97M-V/def2-TZVPD" largest_force_ha_per_bohr=0.0374 homo_ev="-2.377 / -2.905" total_charge=-1 e_above_lowest_kcal_mol=55.1 homo_lumo_gap_ev="5.7 / 6.4"
N -1.45352 0.60287 0.16187 1.1 -0.5 1.4 -0.57
O 1.76080 -0.77804 1.55614 -0.8 -0.2 -0.7 -0.47
O 1.76209 -0.77775 -0.89151 -0.8 -0.4 0.8 -0.45
S 1.03172 -1.12998 0.33187 0.8 1.1 -0.4 0.63
Cl -2.23025 0.63510 -1.35841 -0.2 0.1 -0.9 -0.26
H -0.87084 1.44781 0.20003 -0.2 -0.1 -0.4 0.13